ORCA calculation (ωB97M-V/def2-TZVPD) on 10 unconnected molecules or ions with the total composition C39H59N10O5 in a non-equilibrium geometry.

Computed properties:
Relative energy (zero: lowest compared OMol25 entry of this formula, charge and spin), kJ/mol: 250.33
Kohn-Sham gap, eV: 4.04
HOMO, Ha: -0.3513
Total charge: +1
DFT total energy, eV: -66501.090

Each atom is followed by the atoms it is bonded to, with distances in Å.
Atoms and positions in Å:
1 C -2.15201 1.06487 -2.61080  C2 1.570, H12 1.156, H13 1.110, H14 1.154
2 C -1.05360 0.28604 -1.80274  C1 1.570, C3 1.544, N7 1.536, C11 1.508
3 C 0.19230 0.31505 -2.71396  C2 1.544, C4 1.569, H15 1.088, H16 1.136
4 C 1.50662 0.01546 -1.91200  C3 1.569, C5 1.404, H17 1.094, H18 1.126
5 C 1.61913 1.11433 -1.04514  C4 1.404, C6 1.484, H19 1.066, H20 1.031
6 C 0.64111 1.22067 0.06563  C5 1.484, N7 1.538, C9 1.536, C10 1.575
7 N -0.77976 1.04468 -0.49523  C2 1.536, C6 1.538, O8 1.259
8 O -1.66293 0.98784 0.40070  N7 1.259
9 C 0.67150 2.56822 0.80146  C6 1.536, H21 0.965, H22 1.092, H23 1.147
10 C 0.72595 0.12752 1.19584  C6 1.575, H24 1.201, H25 0.945, H26 1.092
11 C -1.60029 -1.11518 -1.68895  C2 1.508, H27 1.055, H28 1.100, H29 1.055
12 H -2.97133 1.53478 -1.94504  C1 1.156
13 H -2.66104 0.77211 -3.55240  C1 1.110
14 H -1.60533 1.86681 -3.23450  C1 1.154
15 H 0.23171 1.24253 -3.28176  C3 1.088
16 H -0.00409 -0.48002 -3.50144  C3 1.136
17 H 2.33726 -0.05673 -2.61981  C4 1.094
18 H 1.47849 -1.02273 -1.47807  C4 1.126
19 H 1.75891 2.06640 -1.50423  C5 1.066
20 H 2.56708 1.17111 -0.64456  C5 1.031
21 H 0.47051 3.13296 0.04485  C9 0.965
22 H 1.68144 2.60322 1.21432  C9 1.092
23 H -0.22169 2.59492 1.52087  C9 1.147
24 H 1.86588 0.07308 1.57125  C10 1.201
25 H 0.47845 -0.76073 0.98934  C10 0.945
26 H 0.02934 0.26081 2.02578  C10 1.092
27 H -1.26400 -1.75579 -2.45687  C11 1.055
28 H -2.65761 -1.21770 -1.40277  C11 1.100
29 H -0.96170 -1.47720 -0.93180  C11 1.055
30 N -3.29833 5.77783 -4.83040  C31 1.336, C34 1.455, H35 1.048
31 C -4.44070 5.21982 -4.42105  N30 1.336, C32 1.554, H36 1.008
32 C -4.23958 4.40369 -3.11343  C31 1.554, C33 1.545, H37 1.057
33 C -2.81526 4.79709 -2.66141  C32 1.545, C34 1.495, H38 0.988
34 C -2.27126 5.56579 -3.82189  N30 1.455, C33 1.495, H39 1.127
35 H -2.95771 6.22640 -5.71425  N30 1.048
36 H -5.21002 5.51038 -5.00359  C31 1.008
37 H -4.83904 3.72541 -2.56767  C32 1.057
38 H -2.30177 4.41595 -1.90774  C33 0.988
39 H -1.25728 5.93525 -4.14693  C34 1.127
40 N -4.03283 -3.19505 0.34573  C41 1.342, C44 1.377, H45 1.116
41 C -3.10088 -3.03142 1.29808  N40 1.342, C42 1.609, H46 1.105
42 C -3.33670 -1.54173 1.85876  C41 1.609, C43 1.454, H47 1.092
43 C -4.14982 -1.01486 0.77432  C42 1.454, C44 1.445, H48 1.207
44 C -4.72959 -2.06701 -0.02784  N40 1.377, C43 1.445, H49 1.003
45 H -4.19742 -4.21639 -0.07266  N40 1.116
46 H -2.61442 -3.78269 1.94609  C41 1.105
47 H -2.83212 -1.05182 2.69358  C42 1.092
48 H -4.59203 0.10644 0.84027  C43 1.207
49 H -5.64008 -2.14288 -0.44054  C44 1.003
50 N 0.44021 -4.25738 -1.76443  C51 1.425, C54 1.406, H55 1.055
51 C -0.14898 -4.23335 -0.46733  N50 1.425, C52 1.543, H56 0.997
52 C 0.94972 -3.72756 0.49042  C51 1.543, C53 1.459, H57 0.926
53 C 2.04759 -3.30964 -0.37494  C52 1.459, C54 1.491, H58 1.295
54 C 1.68954 -3.61266 -1.79035  N50 1.406, C53 1.491, H59 1.293
55 H -0.03994 -4.60565 -2.63676  N50 1.055
56 H -1.13512 -4.34433 -0.37214  C51 0.997
57 H 0.86558 -3.56168 1.39792  C52 0.926
58 H 3.08605 -2.55261 -0.21143  C53 1.295
59 H 2.40063 -3.41909 -2.85300  C54 1.293
60 N 2.72159 -2.79537 4.80416  C61 1.449, C64 1.443, H65 1.028
61 C 2.90917 -1.53993 4.10567  N60 1.449, C62 1.489, H66 0.957
62 C 3.53204 -1.94474 2.81471  C61 1.489, C63 1.505, H67 1.045
63 C 3.69436 -3.44006 2.85463  C62 1.505, C64 1.527, H68 1.136
64 C 3.22988 -4.00165 4.19663  N60 1.443, C63 1.527, H69 1.150
65 H 2.72380 -2.93838 5.82239  N60 1.028
66 H 2.77038 -0.70600 4.55515  C61 0.957
67 H 3.60998 -1.37169 1.94437  C62 1.045
68 H 4.24288 -3.90782 1.97660  C63 1.136
69 H 3.16276 -5.08914 4.56389  C64 1.150
70 N 0.63730 3.15898 5.28595  C71 1.406, C74 1.374, H75 0.885
71 C -0.26019 2.85270 6.32386  N70 1.406, C72 1.483, H76 1.071
72 C -0.60845 1.41450 6.23329  C71 1.483, C73 1.528, H77 1.015
73 C 0.00783 0.95517 4.91305  C72 1.528, C74 1.535, H78 1.127
74 C 0.76259 2.16540 4.34555  N70 1.374, C73 1.535, H79 1.134
75 H 0.87655 3.97342 5.03508  N70 0.885
76 H -0.44047 3.44027 7.20066  C71 1.071
77 H -1.15827 1.03578 6.99793  C72 1.015
78 H -0.03461 -0.05196 4.40999  C73 1.127
79 H 1.23321 2.10203 3.31630  C74 1.134
80 N -2.62178 3.12359 3.71666  C81 1.405, C84 1.350, H85 1.014
81 C -2.14779 4.18572 2.92911  N80 1.405, C82 1.582, H86 1.297
82 C -3.33145 4.40029 1.90218  C81 1.582, C83 1.553, H87 1.242
83 C -4.27268 3.20965 2.23029  C82 1.553, C84 1.404, H88 1.013
84 C -3.79562 2.55186 3.37532  N80 1.350, C83 1.404, H89 1.096
85 H -1.94511 2.75746 4.37783  N80 1.014
86 H -1.09171 4.79089 3.37678  C81 1.297
87 H -3.29423 5.27134 1.01830  C82 1.242
88 H -5.21520 3.27582 1.86530  C83 1.013
89 H -4.13037 1.64330 3.88823  C84 1.096
90 N -0.93961 -4.26436 -4.62413  C91 1.447, C94 1.421, H95 0.999
91 C -2.28997 -4.24697 -4.10483  N90 1.447, C92 1.398, H96 0.962
92 C -2.56871 -5.49552 -3.54051  C91 1.398, C93 1.445, H97 1.006
93 C -1.41629 -6.34951 -3.71794  C92 1.445, C94 1.526, H98 0.882
94 C -0.42888 -5.59058 -4.60006  N90 1.421, C93 1.526, H99 1.044
95 H -0.41045 -3.44727 -4.84894  N90 0.999
96 H -2.91124 -3.51872 -4.19516  C91 0.962
97 H -3.35129 -5.55916 -2.91140  C92 1.006
98 H -1.20405 -7.15419 -3.42460  C93 0.882
99 H 0.46565 -5.67422 -5.13135  C94 1.044
100 C 6.11156 -0.87380 -3.57520  N101 1.458, H104 1.061, H105 1.146, H106 1.050
101 N 5.44150 -0.34849 -2.39141  C100 1.458, O102 1.241, O103 1.244
102 O 5.32796 -1.10064 -1.41049  N101 1.241
103 O 5.01873 0.81083 -2.23256  N101 1.244
104 H 6.93770 -1.40869 -3.17995  C100 1.061
105 H 6.65488 0.08453 -3.89279  C100 1.146
106 H 5.48069 -1.49268 -4.14241  C100 1.050
107 C 5.55529 2.54391 0.67352  N108 1.416, H111 1.179, H112 1.122, H113 0.931
108 N 4.63352 2.24970 1.70768  C107 1.416, O109 1.145, O110 1.271
109 O 4.27826 3.04962 2.44622  N108 1.145
110 O 4.49055 1.01043 1.95077  N108 1.271
111 H 6.39305 3.15702 1.23243  C107 1.179
112 H 5.06888 3.09743 -0.17248  C107 1.122
113 H 5.93713 1.80632 0.25235  C107 0.931